[1]
12
Properties=species:S:1:pos:R:3:forces:R:3:nbo_charge:R:1 method="wB97M-V/def2-TZVPD" smiles="N=C=NC=O.C" gap_ev=11.11 e_above_lowest_kj_mol=169.15 energy_ha=-302.62867 lumo_ev=0.5474
C 2.273446 -0.390912 0.061989 0.0 0.0 0.0 -0.8593
C -1.968759 1.624130 0.396793 0.0 0.4 0.0 0.5339
H -1.065797 -2.087071 -1.330829 0.0 0.1 -0.1 0.4181
C -1.232930 -0.542336 -0.119568 -0.1 -0.1 0.0 0.7106
H 2.254084 -1.455221 0.310884 0.0 0.2 0.0 0.2091
H 1.541036 0.144163 0.669382 0.1 -0.1 -0.1 0.2266
H -3.022399 1.315522 0.267674 0.1 0.0 0.0 0.1135
N -1.044204 0.565792 0.377716 0.0 -0.4 -0.2 -0.5861
N -1.397582 -1.691680 -0.465883 0.1 0.5 0.2 -0.6893
H 2.032964 -0.255074 -0.996314 0.0 0.0 0.2 0.2056
O -1.641292 2.762813 0.573209 -0.2 -0.5 -0.1 -0.4995
H 3.271437 0.009871 0.254951 -0.1 -0.1 0.0 0.2167


[2]
12
Properties=species:S:1:pos:R:3:forces:R:3:nbo_charge:R:1 method="wB97M-V/def2-TZVPD" smiles="NC(=O)[C@@H]1CN1" gap_ev=10.34 e_above_lowest_kj_mol=365.41 energy_ha=-302.55392 lumo_ev=0.9282
H 1.778318 0.633518 -1.115907 -0.3 -0.3 0.1 0.3779
O -2.139654 -0.949473 -0.051050 2.1 2.8 -1.2 -0.6577
H 0.146666 -1.311506 -1.214464 0.7 -3.2 -3.4 0.2166
H 2.003887 -1.354414 0.421819 -0.2 0.9 -0.3 0.2136
N -1.217384 1.179908 0.101622 -6.8 0.1 2.3 -0.8092
H -2.243501 1.348609 0.719028 4.4 -0.1 -2.5 0.4250
N 1.002814 0.587432 -0.449923 2.5 -2.7 0.9 -0.6253
C 1.259493 -0.551741 0.565467 -3.9 0.2 0.3 -0.2477
C 0.076034 -0.601338 -0.541214 5.1 3.8 3.2 -0.1512
H -0.334698 1.630533 0.105872 0.5 1.0 0.4 0.4390
H 0.857829 -0.514985 1.716238 1.2 0.6 -3.1 0.2240
C -1.189808 -0.096544 -0.257490 -5.2 -3.1 3.4 0.5951


[3]
12
Properties=species:S:1:pos:R:3:forces:R:3:nbo_charge:R:1 method="wB97M-V/def2-TZVPD" smiles=C[C@@](N)(O)C#N gap_ev=11.13 e_above_lowest_kj_mol=183.98 energy_ha=-302.62302 lumo_ev=0.6957
C 0.345586 -0.636906 -0.181578 2.2 2.8 -1.1 0.2840
C 0.032861 -1.846007 -0.835283 -1.1 -1.8 -1.0 0.2372
H 0.883566 0.076375 -2.183106 -0.9 0.2 0.7 0.3835
H -1.494943 0.199222 0.357141 -1.5 0.9 -0.6 0.2129
N 0.405404 0.451237 -1.342132 -1.5 -1.2 2.1 -0.8305
O 1.657254 -0.804572 0.349828 -0.1 2.8 0.7 -0.6824
H -0.140029 0.584231 1.412607 0.2 1.0 0.7 0.2212
H -0.636093 0.617332 -1.455091 1.9 0.0 -0.8 0.3626
C -0.648800 -0.153882 0.853106 1.3 -0.6 -1.1 -0.6078
N -0.333962 -2.700714 -1.506843 0.1 -0.3 0.1 -0.2898
H 1.899151 0.153241 0.647445 -0.3 -2.5 -0.8 0.4782
H -0.959686 -0.935899 1.472001 -0.3 -1.3 1.1 0.2309


[4]
12
Properties=species:S:1:pos:R:3:forces:R:3:nbo_charge:R:1 method="wB97M-V/def2-TZVPD" smiles=c1c[nH]cn1.O gap_ev=9.67 e_above_lowest_kj_mol=110.15 energy_ha=-302.65114 lumo_ev=0.5251
C 0.843499 -1.067750 0.456604 -0.4 -0.4 -1.8 0.1667
H 1.177259 -1.950013 -0.079691 -0.1 0.1 0.1 0.1927
C 0.569612 1.047572 0.943423 0.3 0.0 -0.9 -0.1060
H -2.164591 -0.865081 -2.345823 -0.1 0.0 0.0 0.4703
H -0.711668 0.604072 2.633108 -0.2 -0.2 0.1 0.2116
O -1.963844 0.067438 -2.468881 0.3 0.0 0.0 -0.9312
H 0.764856 2.096382 0.827032 -0.3 0.2 0.3 0.2144
H 1.470274 0.552251 -0.858306 0.5 -0.6 0.1 0.4162
H -1.006076 0.116171 -2.353624 -0.2 0.0 0.0 0.4611
N -0.012745 -1.061116 1.425994 0.4 0.1 1.0 -0.4446
C -0.149046 0.267959 1.782721 0.1 0.1 0.0 -0.1012
N 1.182471 0.192114 0.037441 -0.4 0.5 1.0 -0.5501


[5]
12
Properties=species:S:1:pos:R:3:forces:R:3:nbo_charge:R:1 method="wB97M-V/def2-TZVPD" gap_ev=10.18 e_above_lowest_kj_mol=316.14 energy_ha=-302.57269 lumo_ev=0.9548
N 0.833911 0.321496 1.520229 0.2 -0.1 -0.2 -0.7410
H 2.229531 -1.086072 0.954696 -0.2 -0.3 -0.2 0.4920
H -2.193919 1.334747 -1.573315 -0.1 0.1 0.1 0.2032
C -1.077730 0.426849 -0.039518 0.0 0.4 0.2 -0.2697
N 0.857618 -0.945096 -0.358383 0.7 -3.0 -0.6 -0.3129
H 0.363990 -1.781875 -0.709147 -0.7 1.5 -0.1 0.3863
C 0.225870 -0.063974 0.464892 -0.2 0.6 0.7 0.3681
H 0.401950 1.111651 1.983177 -0.3 -0.1 0.0 0.3575
H -1.875352 0.442620 0.692468 -0.1 -0.1 0.0 0.2201
O 1.908201 -1.704762 0.258950 0.5 1.3 0.5 -0.5759
H -0.432384 0.991635 -1.950811 0.2 0.0 -0.1 0.2066
C -1.241686 0.952781 -1.243237 -0.1 -0.3 -0.1 -0.3342


[6]
12
Properties=species:S:1:pos:R:3:forces:R:3:nbo_charge:R:1 method="wB97M-V/def2-TZVPD" smiles="NC(=O)[C@H]1CN1" gap_ev=10.43 e_above_lowest_kj_mol=335.66 energy_ha=-302.56525 lumo_ev=0.8702
H -1.008686 0.626912 1.334515 0.1 0.1 -0.1 0.2326
H -2.409276 0.155869 -0.576815 -0.7 0.1 -0.2 0.2012
H -1.420486 -1.564638 0.673978 0.2 0.2 0.1 0.3659
N 1.810002 -0.003548 -0.195124 0.0 0.1 0.1 -0.8228
C -0.503566 0.285966 0.435263 0.3 -0.6 0.7 -0.2086
H -0.794957 -0.719500 -1.370065 -1.6 2.9 -0.5 0.3186
H 1.566452 -0.974259 -0.336980 0.0 0.2 0.1 0.4156
O 1.124537 2.015854 0.636289 -0.1 -0.8 -0.2 -0.6077
H 2.765578 0.303964 -0.304303 -0.2 0.0 0.0 0.4060
N -0.663899 -1.150524 0.128574 -0.5 1.0 1.1 -0.6317
C 0.892512 0.858835 0.314751 0.2 0.4 0.0 0.6594
C -1.358213 0.165073 -0.740084 2.3 -3.8 -1.1 -0.3285